{"formula": "C3H6OS", "method": "wB97M-V/def2-TZVPD", "total_energy_ha": -591.190234, "e_above_lowest_kj_mol": 374.8, "smiles": "SC1COC1", "homo_lumo_gap_ev": 9.72, "elements": ["C", "C", "C", "H", "H", "H", "H", "H", "H", "O", "S"], "coordinates": [[0.053897, -0.158270, 0.282730], [-0.761739, 1.061276, -0.018789], [-1.106013, -1.121399, -0.033130], [2.454290, -0.258176, 1.315988], [0.072925, 0.013308, 1.314243], [-0.851220, 2.047925, 0.492558], [-0.461687, 1.442064, -0.966540], [-1.681413, -1.853647, 0.431211], [-1.055769, -1.585053, -1.056073], [-1.962923, 0.232902, -0.033056], [1.756837, -0.022455, -0.165738]], "forces_ev_per_a": [[0.414, 0.621, 2.522], [-1.465, -0.154, -1.723], [-0.647, 3.883, -3.743], [-1.701, 0.445, -3.502], [0.293, -0.884, 2.019], [0.164, -1.297, 1.060], [-0.289, 0.024, -1.707], [-0.120, -0.979, 2.397], [0.156, 1.060, 0.325], [0.869, -1.577, -0.338], [2.324, -1.142, 2.690]], "mulliken_charge": [0.00, -0.38, -0.27, 0.15, 0.17, 0.28, 0.23, 0.28, 0.19, -0.41, -0.23]}